No. 1
Density functional theory data (wB97M-V/def2-TZVPD) for a molecular structure, C9H15CdO6P.

Structure (XYZ):
```
32
C9H15CdO6P, DFT wB97M-V/def2-TZVPD
Cd -0.233 1.736 -1.541
P 0.155 -0.504 -0.365
O 0.444 4.976 -0.601
O -0.826 -1.694 -0.863
O -0.199 -0.514 1.210
O -3.412 1.308 -3.262
O 1.618 -1.158 -0.518
O 1.794 0.972 -4.241
C 0.477 0.014 2.393
C 1.073 1.326 -3.427
C 0.185 3.927 -0.986
C 3.090 0.870 -0.205
C -2.410 1.545 -2.768
C -2.297 -1.528 -0.855
C -2.931 -2.788 -0.311
C -0.617 0.334 3.391
C 2.896 -0.618 -0.008
H -1.395 0.945 2.924
H -0.218 0.872 4.254
H 4.064 1.150 0.221
H 1.130 -0.776 2.791
H -2.602 -1.341 -1.889
H -2.565 -0.642 -0.261
H -4.022 -2.732 -0.386
H 3.098 1.145 -1.270
H -2.599 -3.652 -0.888
H 1.088 0.901 2.160
H 2.331 1.475 0.314
H -2.666 -2.913 0.744
H 2.975 -0.883 1.051
H 3.663 -1.164 -0.559
H -1.090 -0.589 3.750
```

Summary:
* DFT total energy: -35697.77838 eV
* Kohn-Sham gap: 9.128 eV
* spin multiplicity: 1
* total charge: +2
* largest force on an atom: 0.0919 Eh/bohr
* LUMO energy: -8.226 eV
* ΔE to the lowest compared entry with this formula, charge and spin: 0.0 kJ/mol

No. 2
Density functional theory data (wB97M-V/def2-TZVPD) for 2 unconnected molecules or ions with the total composition C9H15ClFIN2O7.

Structure (XYZ):
```
36
C9H15ClFIN2O7, DFT wB97M-V/def2-TZVPD
I -3.864 1.502 2.541
Cl 4.184 -0.724 -2.533
F 1.961 -3.157 0.739
O 0.888 2.511 1.735
O 3.904 -0.414 -1.145
O 5.587 -1.058 -2.680
O 0.357 -0.789 -2.039
O -0.170 -3.845 1.669
O 3.872 0.426 -3.358
O 3.373 -1.852 -2.949
N -0.258 -2.567 -0.483
N 0.444 -0.073 0.297
C 2.002 1.738 1.163
C -3.035 -0.397 0.042
C 1.593 0.848 -0.168
C 0.186 -1.144 -0.736
C -0.752 0.761 0.686
C -0.353 2.362 0.958
C -1.983 0.784 -0.392
C -4.325 0.107 0.919
C 0.479 -3.225 0.661
H -2.480 -1.218 0.698
H 2.391 0.975 1.994
H -2.558 1.815 -0.219
H -1.294 -2.670 -0.417
H 0.810 -0.508 1.196
H 2.915 2.473 0.975
H -5.216 0.515 0.237
H -1.668 0.783 -1.519
H 1.307 1.486 -1.107
H -4.774 -0.870 1.437
H -1.263 2.904 1.506
H 2.545 0.168 -0.397
H -1.164 0.298 1.706
H -0.225 2.963 -0.066
H -3.415 -0.906 -0.952
```

Summary:
* DFT total energy: -50213.31897 eV
* Kohn-Sham gap: 6.255 eV
* spin multiplicity: 1
* total charge: 0
* largest force on an atom: 0.1920 Eh/bohr
* LUMO energy: -2.440 eV
* ΔE to the lowest compared entry with this formula, charge and spin: 357.7 kJ/mol

No. 3
Density functional theory data (wB97M-V/def2-TZVPD) for C9H15IO3 in the gas phase.

Structure (XYZ):
```
28
C9H15IO3, DFT wB97M-V/def2-TZVPD
I -4.752 -0.270 0.097
O 0.036 1.062 1.703
O 1.395 2.938 0.466
O -3.653 2.529 -0.228
C 0.178 0.847 0.526
C -2.440 1.797 -0.334
C -2.681 0.298 -0.067
C -1.820 -0.655 0.233
C 1.039 1.792 -0.272
C -0.321 -0.570 -0.032
C 0.310 -1.594 1.007
C 1.832 -1.686 0.962
C 0.036 -0.821 -1.468
H 0.852 -0.091 -1.730
H 0.432 -1.796 -1.455
H 2.149 -1.073 1.828
H -2.113 -1.577 0.538
H 1.983 -2.689 1.264
H 0.509 1.894 -1.325
H -1.905 2.291 0.511
H -2.087 1.945 -1.264
H -0.004 -1.442 1.948
H 0.714 2.964 1.169
H 0.038 -2.638 0.814
H 2.042 1.162 -0.511
H 2.155 -1.498 0.023
H -0.795 -0.796 -2.245
H -4.217 2.530 0.539
```

Summary:
* DFT total energy: -23811.89517 eV
* Kohn-Sham gap (spin up / spin down): 6.453 / 6.082 eV
* spin multiplicity: 3
* total charge: 0
* ⟨S²⟩: 2.006
* largest force on an atom: 0.1203 Eh/bohr
* LUMO energy (spin up / spin down): 0.452 / -2.934 eV
* ΔE to the lowest compared entry with this formula, charge and spin: 0.0 kJ/mol

No. 4
Density functional theory data (wB97M-V/def2-TZVPD) for a gas-phase ion, C9H15N2 (charge +1).

Structure (XYZ):
```
26
C9H15N2, DFT wB97M-V/def2-TZVPD
N 0.687 -0.324 -0.596
N -1.252 0.424 1.238
C -2.337 -1.053 -0.331
C 1.459 0.834 0.074
C -2.048 1.090 0.483
C 0.990 2.064 0.033
C -2.642 0.403 -0.720
C 2.833 0.501 0.406
C 0.101 -1.316 0.234
C -1.254 -0.944 0.758
C 3.596 -0.450 -0.015
H -3.241 -1.354 0.211
H 1.262 -0.861 -1.206
H -0.072 -2.360 -0.250
H 3.514 1.071 1.079
H -2.282 -1.712 -1.288
H -1.408 -1.487 1.741
H 3.363 -1.264 -0.627
H -2.064 2.072 0.758
H -3.739 0.648 -0.942
H 4.715 -0.610 0.255
H 1.403 2.939 0.475
H 0.735 -1.496 1.133
H -0.090 0.211 -1.094
H -2.171 0.746 -1.594
H -0.058 2.228 -0.215
```

Summary:
* DFT total energy: -12546.38748 eV
* Kohn-Sham gap: 10.006 eV
* spin multiplicity: 1
* total charge: +1
* largest force on an atom: 0.0984 Eh/bohr
* LUMO energy: -3.482 eV
* ΔE to the lowest compared entry with this formula, charge and spin: 337.6 kJ/mol

No. 5
Density functional theory data (wB97M-V/def2-TZVPD) for a gas-phase ion, C9H15N2 (charge +1).

Structure (XYZ):
```
26
C9H15N2, DFT wB97M-V/def2-TZVPD
N 0.407 -1.640 -1.460
N 1.985 -0.023 -1.701
C -1.512 0.348 -1.020
C 0.448 -1.027 -0.162
C 1.874 1.252 0.363
C 1.264 -0.985 -2.295
C 1.506 0.075 -0.471
C -1.932 -1.058 1.007
C -0.489 0.993 1.205
C 1.036 1.223 1.664
C -0.833 -0.226 0.288
H -1.310 -1.497 1.810
H -1.108 0.941 2.111
H -0.613 1.812 0.612
H -0.598 0.797 -1.638
H -2.133 1.223 -0.742
H -2.237 -1.871 0.285
H 0.741 -1.835 0.598
H -2.102 -0.135 -1.827
H 1.620 -1.385 -3.224
H 1.685 2.119 -0.203
H -2.650 -0.302 1.279
H -0.151 -2.507 -1.708
H 0.973 2.134 2.243
H 1.166 0.494 2.449
H 2.966 1.080 0.538
```

Summary:
* DFT total energy: -12548.18013 eV
* Kohn-Sham gap: 9.423 eV
* spin multiplicity: 1
* total charge: +1
* largest force on an atom: 0.0731 Eh/bohr
* LUMO energy: -5.270 eV
* ΔE to the lowest compared entry with this formula, charge and spin: 164.6 kJ/mol

No. 6
Density functional theory data (wB97M-V/def2-TZVPD) for 2 unconnected molecules or ions with the total composition C9H15N2.

Structure (XYZ):
```
26
C9H15N2, DFT wB97M-V/def2-TZVPD
N 0.073 2.306 0.902
N 0.369 1.096 0.515
C 1.389 1.434 2.696
C -0.758 -0.280 -1.923
C 0.377 2.281 2.122
C -2.364 0.931 -0.142
C -1.257 0.113 -0.614
C 1.070 0.336 1.602
C 0.630 0.002 -2.442
C 2.278 -0.410 1.086
C -0.962 -1.295 -0.793
H 2.411 1.803 2.593
H -2.604 0.759 0.906
H 1.199 1.128 3.720
H 2.756 -0.946 1.903
H 3.000 0.271 0.639
H -2.167 1.990 -0.312
H -1.507 -0.211 -2.711
H 0.346 -0.354 2.054
H -1.795 -1.988 -0.773
H -0.057 -1.722 -0.392
H 0.656 1.003 -2.872
H 1.991 -1.141 0.330
H 1.361 -0.055 -1.644
H -3.244 0.670 -0.739
H 0.889 -0.711 -3.222
```

Summary:
* DFT total energy: -12542.90293 eV
* Kohn-Sham gap (spin up / spin down): 8.403 / 7.762 eV
* spin multiplicity: 1
* total charge: +1
* largest force on an atom: 0.0669 Eh/bohr
* LUMO energy (spin up / spin down): -4.888 / -5.525 eV
* ΔE to the lowest compared entry with this formula, charge and spin: 673.8 kJ/mol